Formula: C5H10O
Source: the OMol25 dataset
Level of theory: wB97M-V/def2-TZVPD

XYZ file:
```
16
Properties=species:S:1:pos:R:3:forces:R:3
C -0.6061 0.0655 -2.3410 0.05 -0.99 1.52
C 0.1815 0.8486 -1.6042 1.92 0.91 -0.87
C 0.0570 1.2324 -0.2235 -1.40 -0.20 1.56
C 0.8581 2.0487 0.4780 0.73 -0.45 -0.80
C 0.5889 2.7672 1.7720 0.58 -0.24 -1.50
H -0.1228 -0.6280 -3.0246 -0.57 0.81 -0.96
H -1.5526 -0.2134 -1.8838 0.03 -0.41 -0.18
H 1.0581 1.3163 -2.1157 -0.18 -0.84 0.49
H -0.7109 0.6809 0.3604 -0.21 0.83 -0.53
H 1.8384 2.2104 0.0328 -0.13 0.73 -0.27
H 1.4950 2.8344 2.3691 -0.13 -0.15 0.30
H -0.2369 2.2763 2.2603 -0.34 0.35 0.51
H 0.3858 3.7917 1.3993 -0.36 -0.35 0.74
H -1.0661 -5.0837 1.9949 -0.03 -0.31 -0.56
H -1.4192 -5.8981 0.7121 -0.54 -0.23 -0.02
O -0.7338 -5.3954 1.1372 0.57 0.54 0.59
```
Forces are in eV/Å.

Properties
molecular weight = 86.1 g/mol
electronic energy = -271.6674 hartree
multiplicity = 1
SMILES = C=C/C=C/C.O
E_HOMO = -8.240 eV
charge = 0
E_LUMO = 0.033 Ha